# 1
ORCA calculation (the ωB97M-V functional and the def2-TZVPD basis) on an isolated molecule of C3H4N4O.

Calculated values
HOMO level in eV: -9.4
Frontier orbital gap in eV: 9.378
Charge: 0
SMILES: C=Nn1cnc(=O)[nH]1

Element x y z (Å)
C  1.8614  -0.7801  -0.4219
N  1.6446  0.5206  -0.0253
N  0.2621  0.4915  0.3778
C  -0.5067  1.5122  -0.0114
N  -1.7627  1.2882  -0.2630
C  -1.8086  -0.1790  -0.0272
O  -2.8143  -0.8696  -0.2442
N  -0.5032  -0.7023  0.3841
H  2.9883  -0.9504  -0.4739
H  1.2342  -1.6539  -0.5816
H  -0.0366  2.5465  -0.1356
H  -0.5585  -1.2239  1.4221

# 2
ORCA calculation (the ωB97M-V functional and the def2-TZVPD basis) on a structure of composition C39H35N5O2Pb.

Calculated values
HOMO level in eV: -13.2
Frontier orbital gap in eV: 6.593
Charge: +2

Element x y z (Å)
Pb  0.9700  0.8229  -1.6331
C  3.4003  0.3101  0.9458
O  2.6160  1.2322  0.1725
C  2.9229  2.5846  0.2688
C  4.1651  3.0431  0.6604
C  4.3939  4.4098  0.7436
C  3.3815  5.3158  0.4557
C  2.1405  4.8591  0.0615
C  1.8988  3.4896  -0.0500
N  0.6741  2.9395  -0.4626
N  -0.3075  3.7074  -0.5162
C  -1.5548  3.1928  -0.7621
C  -1.9469  1.8881  -0.4420
O  -1.0392  0.9301  0.0106
C  -3.2746  1.4860  -0.5328
C  -4.2303  2.3567  -0.9958
C  -3.9026  3.6835  -1.3350
C  -4.8904  4.5906  -1.7849
C  -4.5608  5.8843  -2.0715
C  -3.2332  6.3248  -1.9196
C  -2.2504  5.4657  -1.5015
C  -2.5597  4.1266  -1.1972
H  3.4766  0.6612  1.9745
H  4.3953  0.1835  0.5203
H  2.8690  -0.6391  0.9212
H  4.9632  2.3527  0.8943
H  5.3739  4.7663  1.0291
H  3.5630  6.3783  0.5376
H  1.3420  5.5433  -0.1864
H  -3.5364  0.4783  -0.2373
H  -5.2572  2.0264  -1.0891
H  -5.9081  4.2391  -1.8961
H  -5.3194  6.5755  -2.4125
H  -2.9873  7.3549  -2.1397
H  -1.2319  5.8082  -1.3936
C  0.7945  -5.7573  -0.4373
C  -0.1202  -5.4724  0.7244
C  -0.3382  -6.4408  1.6978
C  -1.1802  -6.2115  2.7751
C  -1.8541  -5.0070  2.8789
C  -1.6622  -4.0264  1.9178
C  -0.7755  -4.2440  0.8672
N  -0.5502  -3.2419  -0.1280
C  -0.1494  -1.9638  0.0409
N  -0.1524  -1.4923  1.2998
C  -0.0754  -0.2061  1.8901
C  -0.5971  0.9693  1.3407
C  -0.6524  2.1305  2.0962
C  -0.1754  2.1442  3.3931
C  0.3820  0.9980  3.9307
C  0.4341  -0.1789  3.1995
C  0.9929  -1.4272  3.8318
N  0.2662  -1.2434  -0.9898
C  0.2297  -1.8377  -2.3006
C  -0.9546  -1.8013  -3.0370
C  -0.9865  -2.3113  -4.3249
C  0.1662  -2.8514  -4.8767
C  1.3419  -2.8863  -4.1414
C  1.4004  -2.3796  -2.8462
C  2.6835  -2.3962  -2.0579
H  1.0613  -6.8113  -0.4501
H  1.7208  -5.1840  -0.3630
H  0.3290  -5.5294  -1.4003
H  0.1642  -7.3951  1.6024
H  -1.3262  -6.9835  3.5184
H  -2.5468  -4.8350  3.6916
H  -2.2481  -3.1152  1.9592
H  -0.4181  -3.5997  -1.0622
H  -0.2803  -2.2214  1.9889
H  -1.0974  3.0227  1.6832
H  -0.2439  3.0522  3.9758
H  0.7608  1.0014  4.9444
H  1.5833  -1.1663  4.7068
H  1.6322  -1.9862  3.1465
H  0.1916  -2.0907  4.1715
H  -1.8444  -1.3790  -2.5827
H  -1.9065  -2.2822  -4.8929
H  0.1513  -3.2432  -5.8848
H  2.2376  -3.3083  -4.5803
H  3.4679  -2.9050  -2.6131
H  2.5565  -2.8981  -1.0975
H  3.0325  -1.3797  -1.8430

# 3
ORCA calculation (the ωB97M-V functional and the def2-TZVPD basis) on a structure of composition C33H38BN9O2PtS3.

Calculated values
Multiplicity: 2
HOMO level (spin up / spin down) in eV: -15.6 / -15.8
<S²>: 0.78
Frontier orbital gap (spin up / spin down) in eV: 6.235 / 6.137
Charge: +3

Element x y z (Å)
Pt  1.5369  -0.6720  0.2175
C  -1.6726  -3.2059  -0.7596
C  -1.1522  -2.1970  0.0332
N  0.1672  -2.1130  -0.1900
N  0.5098  -3.0443  -1.1090
C  -0.5926  -3.7117  -1.4657
B  1.9998  -3.2634  -1.5779
N  2.4088  -2.0030  -2.3580
C  2.8170  -1.7459  -3.6068
C  2.9246  -0.3730  -3.7652
C  2.5505  0.1648  -2.5494
N  2.2595  -0.8313  -1.6978
N  2.8236  -3.2689  -0.2382
C  3.4301  -4.3430  0.2875
C  3.4609  -4.2231  1.6628
C  2.8391  -3.0144  1.9188
N  2.5250  -2.4048  0.7702
N  2.1092  -4.5468  -2.3153
C  1.7834  -5.8063  -1.8789
C  1.7772  -6.6363  -2.9600
C  2.0953  -5.7965  -4.0514
N  2.2783  -4.5525  -3.6699
H  -2.6919  -3.5477  -0.7962
H  -1.6290  -1.5532  0.7494
H  -0.5333  -4.5212  -2.1757
H  2.9870  -2.5648  -4.2841
H  3.2395  0.1562  -4.6473
H  2.4625  1.1956  -2.2538
H  3.7623  -5.1449  -0.3497
H  3.8475  -4.9265  2.3791
H  2.5641  -2.6057  2.8702
H  1.5691  -6.0158  -0.8429
H  1.5819  -7.6943  -2.9725
H  2.1969  -6.0594  -5.0922
C  3.7659  -0.4948  3.7376
C  2.2481  -0.2632  3.8327
S  0.9402  -0.1478  2.4804
C  0.9108  1.6656  2.3242
C  2.2447  2.2131  1.8742
S  2.8181  1.3592  0.3685
C  4.6251  1.3220  0.5382
C  5.2445  0.3870  1.5571
S  4.9196  0.8174  3.2934
H  4.0397  -1.3372  3.1202
H  4.0372  -0.7806  4.7574
H  2.0566  0.6750  4.3555
H  1.8212  -1.0497  4.4566
H  0.6386  2.0570  3.3051
H  0.1008  1.8798  1.6377
H  3.0173  2.0996  2.6297
H  2.1620  3.2676  1.6068
H  4.8641  2.3662  0.7571
H  4.9862  1.1111  -0.4700
H  6.3258  0.4178  1.4157
H  4.9331  -0.6439  1.3840
C  -6.8414  3.6489  3.1515
C  -5.9114  3.9675  2.0176
C  -5.9271  5.2478  1.4474
C  -5.0867  5.6039  0.3816
C  -4.2434  4.6766  -0.1507
C  -4.2277  3.3544  0.3836
N  -3.4008  2.4174  -0.1301
C  -2.7888  2.3960  -1.3940
C  -3.4402  2.9576  -2.4895
C  -2.8556  2.9312  -3.7446
C  -1.6225  2.3252  -3.9265
C  -0.9903  1.7234  -2.8504
C  -1.5531  1.7370  -1.5774
C  -0.8791  0.9977  -0.4709
O  0.3633  0.6745  -0.7472
O  -1.4216  0.7573  0.6037
C  -5.0540  3.0050  1.5047
C  -5.0720  1.6244  2.0912
H  -7.3654  4.5397  3.4884
H  -6.3067  3.2282  4.0037
H  -7.5906  2.9158  2.8446
H  -6.6002  5.9904  1.8569
H  -5.0965  6.6166  0.0033
H  -3.5476  4.9456  -0.9312
H  -3.1465  1.6316  0.4605
H  -4.4282  3.3781  -2.3662
H  -3.3793  3.3675  -4.5843
H  -1.1685  2.2968  -4.9071
H  -0.0496  1.2140  -2.9990
H  -4.3807  0.9213  1.6327
H  -6.0710  1.1937  1.9955
H  -4.8518  1.6638  3.1590

Relative energy (zero: lowest compared OMol25 entry of this formula, charge and spin) list, top to bottom, in kJ/mol: 382.1; 0.0; 0.0
Energy list, top to bottom, in eV: -11180.009; -57791.048; -88750.406